(1)
Molecular formula: C9H12N4
Method: DFT, ωB97M-V/def2-TZVPD

Last column: Mulliken charge in e.
CARTESIAN COORDINATES (ANGSTROEM)
C (0.713, 2.698, 1.537)  -0.086
C (0.923, 2.661, 0.226)  -0.655
C (0.076, 1.884, 2.476)  -0.760
C (0.552, 1.727, -0.762)  -0.057
C (-0.584, 0.594, 2.389)  0.032
C (0.123, 0.430, -0.771)  0.383
C (0.043, -0.390, -2.032)  -0.921
C (0.332, -1.820, -1.638)  -0.722
C (0.031, -1.884, -0.165)  -0.086
N (-1.364, -2.353, 0.137)  0.058
N (-1.590, -2.205, 1.408)  -0.572
N (-0.584, -0.246, 1.465)  -0.433
N (0.039, -0.515, 0.345)  0.426
H (1.046, 3.616, 1.998)  0.238
H (1.364, 3.651, -0.087)  0.140
H (-0.205, 2.236, 3.492)  0.201
H (0.555, 2.109, -1.776)  0.292
H (-1.417, 0.419, 2.979)  0.366
H (-0.948, -0.312, -2.423)  0.236
H (0.791, 0.105, -2.714)  0.380
H (-0.296, -2.532, -2.099)  0.414
H (1.482, -1.834, -1.748)  0.270
H (0.663, -2.533, 0.412)  0.303
H (-2.131, -2.102, -0.652)  0.318
H (-2.582, -2.159, 1.582)  0.232

Computed properties:
* multiplicity: 1
* HOMO energy (spin up / spin down): -6.17 / -6.14 eV
* gap between HOMO and LUMO (spin up / spin down): 6.0 / 5.6 eV
* relative energy (zero: lowest compared OMol25 entry of this formula, charge and spin): 7.031 eV
* total charge: 0

---

(2)
Molecular formula: C32H88MgN6O10
Method: DFT, ωB97M-V/def2-TZVPD

Last column: Mulliken charge in e.
CARTESIAN COORDINATES (ANGSTROEM)
Mg (0.121, 2.393, -2.352)  0.921
C (-2.740, 2.394, -0.353)  0.617
C (-2.181, 3.716, -0.877)  -0.528
O (-1.369, 3.557, -1.999)  -0.776
H (-3.383, 2.585, 0.513)  0.445
H (-1.882, 1.812, -0.002)  -0.518
H (-3.332, 1.823, -1.068)  -0.511
H (-1.718, 4.212, -0.012)  0.143
H (-2.992, 4.400, -1.161)  0.341
C (1.252, -1.215, -0.648)  1.022
C (0.811, 0.110, -0.053)  0.844
O (0.614, 1.077, -1.013)  -0.406
H (2.192, -1.100, -1.202)  -0.544
H (0.551, -1.636, -1.370)  -0.617
H (1.536, -1.927, 0.133)  -0.294
H (1.518, 0.395, 0.738)  0.179
H (-0.130, -0.113, 0.478)  -0.306
C (5.111, -1.529, 0.218)  -0.139
C (6.271, -0.596, 0.529)  -0.590
O (6.038, -0.072, 1.837)  -0.496
H (5.018, -2.315, 0.970)  0.303
H (5.173, -1.918, -0.800)  0.163
H (4.144, -1.023, 0.291)  -0.267
H (6.257, 0.245, -0.170)  0.368
H (7.217, -1.137, 0.440)  0.277
H (6.467, 0.789, 1.847)  0.246
C (0.843, -4.973, 0.258)  -0.948
C (0.051, -4.816, -1.004)  0.330
O (-1.373, -4.826, -0.858)  -0.513
H (0.487, -4.350, 1.080)  0.040
H (1.889, -4.716, 0.088)  0.227
H (0.812, -6.007, 0.602)  0.452
H (0.186, -5.644, -1.713)  0.397
H (0.341, -3.937, -1.594)  -0.224
H (-1.748, -5.173, -1.668)  0.289
C (0.177, 3.311, 6.462)  -1.322
C (-0.153, 4.525, 5.619)  0.376
C (0.408, 4.475, 4.182)  -0.819
O (0.053, 3.185, 3.604)  -0.088
C (0.234, 3.178, 2.184)  -0.567
N (-1.575, 4.893, 5.655)  -0.747
H (1.254, 3.153, 6.474)  0.392
H (-0.319, 2.398, 6.124)  0.106
H (-0.223, 3.487, 7.462)  0.412
H (0.484, 5.316, 6.037)  0.348
H (1.500, 4.404, 4.142)  0.343
H (-0.005, 5.273, 3.563)  0.428
H (-0.320, 2.303, 1.845)  -0.118
H (1.301, 3.069, 1.977)  0.163
H (-0.136, 4.077, 1.689)  0.394
H (-2.070, 4.090, 5.259)  0.316
H (-1.742, 5.597, 4.941)  0.358
C (3.019, 1.956, 4.247)  -0.954
C (3.443, 0.511, 4.477)  0.351
C (2.658, -0.401, 3.554)  0.145
O (2.993, -1.729, 3.886)  -0.497
C (2.522, -2.721, 3.002)  -0.241
N (4.872, 0.384, 4.285)  -0.766
H (2.007, 2.147, 4.606)  -0.140
H (3.046, 2.188, 3.176)  0.231
H (3.690, 2.678, 4.717)  0.403
H (3.160, 0.269, 5.508)  0.324
H (2.926, -0.192, 2.511)  -0.086
H (1.589, -0.231, 3.733)  0.135
H (1.444, -2.834, 3.180)  0.194
H (2.953, -3.676, 3.297)  0.386
H (2.715, -2.448, 1.962)  -0.136
H (5.142, 0.004, 3.370)  0.367
H (5.445, 1.207, 4.403)  0.263
C (-2.562, 0.979, -4.506)  -1.669
C (-1.381, 0.312, -3.804)  2.436
C (-1.017, -1.080, -4.310)  -0.105
O (-0.794, -1.045, -5.695)  -0.399
C (-0.306, -2.256, -6.246)  -0.864
N (-0.260, 1.296, -3.967)  -0.744
H (-2.992, 1.745, -3.858)  0.318
H (-3.454, 0.341, -4.525)  0.252
H (-2.348, 1.282, -5.528)  0.426
H (-1.567, 0.265, -2.731)  -1.373
H (-1.734, -1.847, -3.998)  0.689
H (-0.082, -1.365, -3.799)  -0.209
H (0.363, -2.759, -5.548)  0.327
H (0.170, -2.030, -7.199)  0.267
H (-1.161, -2.878, -6.530)  0.325
H (0.543, 0.650, -3.918)  0.051
H (-0.227, 1.523, -4.960)  0.466
C (2.524, 0.020, -6.326)  -1.683
C (2.805, -0.674, -4.995)  1.594
C (4.158, -1.379, -4.887)  -0.782
O (4.406, -1.879, -3.585)  -0.278
C (3.712, -3.067, -3.222)  -0.261
N (2.602, 0.253, -3.867)  -0.474
H (3.129, 0.924, -6.445)  0.411
H (1.512, 0.426, -6.341)  0.305
H (2.647, -0.652, -7.174)  0.374
H (2.051, -1.453, -4.859)  -0.723
H (5.001, -0.701, -5.032)  0.239
H (4.192, -2.159, -5.658)  0.383
H (2.672, -3.044, -3.553)  0.112
H (3.774, -3.135, -2.137)  -0.064
H (4.231, -3.936, -3.635)  0.407
H (3.118, -0.277, -3.156)  0.013
H (3.258, 1.033, -3.952)  0.306
C (-5.760, 1.069, -2.517)  -1.080
C (-5.817, -0.445, -2.650)  0.898
C (-4.974, -1.214, -1.659)  -1.230
O (-3.588, -0.969, -1.822)  0.132
C (-2.825, -1.353, -0.705)  -0.778
N (-7.202, -0.842, -2.402)  -0.717
H (-5.935, 1.445, -1.511)  0.333
H (-6.450, 1.519, -3.233)  0.418
H (-4.784, 1.423, -2.852)  -0.040
H (-5.577, -0.727, -3.683)  0.105
H (-5.114, -2.301, -1.721)  0.376
H (-5.281, -0.914, -0.648)  0.416
H (-1.780, -1.179, -0.962)  -0.327
H (-2.951, -2.417, -0.469)  0.626
H (-3.140, -0.763, 0.162)  0.342
H (-7.303, -1.851, -2.405)  0.226
H (-7.868, -0.486, -3.073)  0.258
C (-4.275, 0.638, 4.433)  -1.654
C (-2.829, 1.035, 4.270)  0.485
C (-2.160, 0.111, 3.238)  1.530
O (-2.230, -1.234, 3.673)  -0.553
C (-1.558, -2.130, 2.805)  0.330
N (-2.735, 2.444, 3.909)  -0.521
H (-4.865, 1.224, 5.141)  0.405
H (-4.444, -0.396, 4.737)  0.351
H (-4.819, 0.726, 3.484)  0.326
H (-2.332, 0.937, 5.239)  0.178
H (-1.098, 0.380, 3.148)  -0.780
H (-2.610, 0.263, 2.249)  -0.542
H (-1.920, -2.125, 1.775)  -0.120
H (-1.658, -3.111, 3.261)  0.437
H (-0.510, -1.801, 2.793)  -0.311
H (-3.340, 2.593, 3.103)  0.287
H (-1.792, 2.685, 3.601)  0.246

Computed properties:
* multiplicity: 1
* HOMO energy: -8.12 eV
* gap between HOMO and LUMO: 7.8 eV
* relative energy (zero: lowest compared OMol25 entry of this formula, charge and spin): 0.000 eV
* total charge: 0